1.
This record from OMol25 describes a 4-piece molecular cluster, C28H56Br2O17P4 overall in a non-equilibrium geometry. The level of theory is the ωB97M-V functional and the def2-TZVPD basis.

Values from the calculation:
- LUMO energy: -1.78 eV
- E_tot: -8892.94556 Ha
- SMILES: C/C(Br)=C(\Br)O[P@](=O)(O)OCOc1ccccc1.CCOP(=O)(OCC)OCC.CCOP(=O)(OCC)OCC.CCOP(=O)(OCC)OCC
- 2S+1: 1
- Frontier orbital gap: 7.23 eV

Each atom is followed by the atoms it is bonded to, with distances in Å.
Geometry (Å):
1 C 2.935 4.823 1.025  C2 1.565, H19 1.119, H20 1.127, H21 1.129
2 C 3.278 3.341 1.391  C1 1.565, Br3 1.964, C4 1.363
3 Br 4.879 2.965 2.466  C2 1.964
4 C 2.463 2.342 0.948  C2 1.363, Br5 1.945, O6 1.406
5 Br 0.938 2.842 -0.151  C4 1.945
6 O 2.795 1.019 1.290  C4 1.406, P7 1.673
7 P 1.733 0.348 2.394  O6 1.673, O8 1.485, O9 1.661, O10 1.642
8 O 2.422 -0.272 3.554  P7 1.485
9 O 0.955 -0.875 1.582  P7 1.661, H22 0.980
10 O 0.661 1.522 2.805  P7 1.642, C11 1.439
11 C 0.861 2.013 4.143  O10 1.439, O12 1.456, H23 1.119, H24 1.127
12 O -0.261 2.852 4.536  C11 1.456, C13 1.414
13 C -1.326 2.780 3.609  O12 1.414, C14 1.451, C18 1.475
14 C -1.434 3.856 2.642  C13 1.451, C15 1.470, H25 1.116
15 C -2.541 3.808 1.676  C14 1.470, C16 1.453, H26 1.111
16 C -3.475 2.695 1.702  C15 1.453, C17 1.496, H27 1.118
17 C -3.366 1.580 2.693  C16 1.496, C18 1.452, H28 1.112
18 C -2.285 1.660 3.660  C13 1.475, C17 1.452, H29 1.118
19 H 3.634 5.538 1.529  C1 1.119
20 H 2.912 4.971 -0.091  C1 1.127
21 H 1.896 5.066 1.393  C1 1.129
22 H 1.344 -1.700 1.941  O9 0.980
23 H 0.942 1.209 4.917  C11 1.119
24 H 1.760 2.693 4.159  C11 1.127
25 H -0.721 4.711 2.575  C14 1.116
26 H -2.650 4.628 0.936  C15 1.111
27 H -4.321 2.612 0.975  C16 1.118
28 H -4.065 0.716 2.736  C17 1.112
29 H -2.074 0.901 4.453  C18 1.118
30 C 2.149 2.619 -8.910  C31 1.518, H41 1.094, H42 1.092, H43 1.091
31 C 1.960 1.318 -8.150  C30 1.518, O32 1.424, H44 1.093, H45 1.092
32 O 2.638 1.342 -6.898  C31 1.424, P33 1.656
33 P 1.963 2.199 -5.652  O32 1.656, O34 1.515, O35 1.656, O38 1.679
34 O 0.645 1.455 -5.584  P33 1.515
35 O 2.651 1.441 -4.351  P33 1.656, C36 1.428
36 C 1.859 1.112 -3.210  O35 1.428, C37 1.516, H46 1.091, H47 1.092
37 C 1.587 -0.379 -3.189  C36 1.516, H48 1.091, H49 1.093, H50 1.093
38 O 3.262 3.261 -5.652  P33 1.679, C39 1.431
39 C 4.614 2.794 -5.601  O38 1.431, C40 1.516, H51 1.089, H52 1.092
40 C 5.308 3.024 -6.928  C39 1.516, H53 1.090, H54 1.092, H55 1.092
41 H 1.810 3.475 -8.319  C30 1.094
42 H 1.590 2.598 -9.848  C30 1.092
43 H 3.202 2.783 -9.142  C30 1.091
44 H 0.897 1.110 -8.010  C31 1.093
45 H 2.377 0.491 -8.727  C31 1.092
46 H 0.931 1.686 -3.193  C36 1.091
47 H 2.428 1.392 -2.322  C36 1.092
48 H 1.128 -0.716 -4.120  C37 1.091
49 H 0.928 -0.644 -2.359  C37 1.093
50 H 2.522 -0.934 -3.082  C37 1.093
51 H 4.690 1.744 -5.323  C39 1.089
52 H 5.115 3.375 -4.823  C39 1.092
53 H 4.982 2.295 -7.671  C40 1.090
54 H 6.390 2.920 -6.816  C40 1.092
55 H 5.084 4.017 -7.323  C40 1.092
56 C 5.647 -3.484 -0.019  C57 1.518, H67 1.094, H68 1.092, H69 1.091
57 C 6.797 -4.188 0.677  C56 1.518, O58 1.424, H70 1.093, H71 1.092
58 O 6.519 -4.404 2.057  C57 1.424, P59 1.656
59 P 5.485 -5.629 2.471  O58 1.656, O60 1.515, O61 1.656, O64 1.677
60 O 6.264 -6.771 1.851  P59 1.515
61 O 5.966 -5.923 4.028  P59 1.656, C62 1.427
62 C 6.122 -7.264 4.490  O61 1.427, C63 1.516, H72 1.091, H73 1.093
63 C 7.596 -7.603 4.593  C62 1.516, H74 1.090, H75 1.092, H76 1.093
64 O 4.383 -4.520 3.077  P59 1.677, C65 1.434
65 C 4.771 -3.508 4.017  O64 1.434, C66 1.515, H77 1.089, H78 1.092
66 C 4.750 -2.141 3.365  C65 1.515, H79 1.091, H80 1.091, H81 1.089
67 H 4.715 -4.047 0.090  C56 1.094
68 H 5.860 -3.362 -1.083  C56 1.092
69 H 5.479 -2.496 0.412  C56 1.091
70 H 7.025 -5.132 0.176  C57 1.093
71 H 7.695 -3.569 0.622  C57 1.092
72 H 5.597 -7.968 3.843  C62 1.091
73 H 5.661 -7.326 5.479  C62 1.093
74 H 8.113 -7.432 3.648  C63 1.090
75 H 7.736 -8.647 4.883  C63 1.092
76 H 8.081 -6.967 5.337  C63 1.093
77 H 5.749 -3.691 4.458  C65 1.089
78 H 4.037 -3.537 4.825  C65 1.092
79 H 5.616 -2.006 2.714  C66 1.091
80 H 4.781 -1.356 4.123  C66 1.091
81 H 3.858 -2.009 2.755  C66 1.089
82 C -8.863 0.322 -2.562  C83 1.518, H93 1.094, H94 1.092, H95 1.091
83 C -9.484 1.272 -1.553  C82 1.518, O84 1.424, H96 1.093, H97 1.092
84 O -9.493 0.711 -0.244  C83 1.424, P85 1.660
85 P -8.073 0.685 0.615  O84 1.660, O86 1.518, O87 1.658, O90 1.682
86 O -7.882 2.191 0.636  P85 1.518
87 O -8.670 0.608 2.160  P85 1.658, C88 1.428
88 C -8.106 1.422 3.189  O87 1.428, C89 1.516, H98 1.092, H99 1.093
89 C -9.048 2.566 3.511  C88 1.516, H100 1.090, H101 1.092, H102 1.093
90 O -8.120 -0.996 0.598  P85 1.682, C91 1.432
91 C -9.286 -1.721 1.004  O90 1.432, C92 1.515, H103 1.089, H104 1.092
92 C -9.952 -2.374 -0.190  C91 1.515, H105 1.090, H106 1.093, H107 1.092
93 H -7.847 0.044 -2.269  C82 1.094
94 H -8.829 0.784 -3.551  C82 1.092
95 H -9.442 -0.599 -2.634  C82 1.091
96 H -8.960 2.230 -1.560  C83 1.093
97 H -10.523 1.471 -1.825  C83 1.092
98 H -7.118 1.789 2.907  C88 1.092
99 H -7.978 0.792 4.073  C88 1.093
100 H -9.296 3.144 2.620  C89 1.090
101 H -8.607 3.238 4.250  C89 1.092
102 H -9.990 2.181 3.908  C89 1.093
103 H -10.008 -1.102 1.535  C91 1.089
104 H -8.946 -2.493 1.698  C91 1.092
105 H -10.498 -1.638 -0.783  C92 1.090
106 H -10.668 -3.130 0.139  C92 1.093
107 H -9.215 -2.842 -0.846  C92 1.092

***

2.
This record from OMol25 describes a 10-piece molecular cluster, C28H56Br4O6 overall in a non-equilibrium geometry. The level of theory is the ωB97M-V functional and the def2-TZVPD basis.

Values from the calculation:
- LUMO energy: 0.14 eV
- E_tot: -11847.80609 Ha
- SMILES: c1ccccc1.c1ccccc1.BrCCBr.BrCCBr.CCO.CCO.CCO.CCO.CCO.CCO
- 2S+1: 1
- Relative energy (zero: lowest compared OMol25 entry of this formula, charge and spin): 261.4 kJ/mol
- Frontier orbital gap: 9.46 eV

Each atom is followed by the atoms it is bonded to, with distances in Å.
Geometry (Å):
1 C -1.315 7.843 6.411  C2 1.377, C6 1.388, H7 1.080
2 C -0.866 6.669 5.849  C1 1.377, C3 1.424, H8 1.080
3 C -1.687 5.855 5.018  C2 1.424, C4 1.399, H9 1.080
4 C -2.898 6.439 4.629  C3 1.399, C5 1.416, H10 1.080
5 C -3.309 7.692 5.146  C4 1.416, C6 1.378, H11 1.080
6 C -2.558 8.368 6.083  C1 1.388, C5 1.378, H12 1.080
7 H -0.618 8.283 7.109  C1 1.080
8 H 0.153 6.391 6.075  C2 1.080
9 H -1.286 4.953 4.579  C3 1.080
10 H -3.402 5.910 3.833  C4 1.080
11 H -4.276 8.104 4.901  C5 1.080
12 H -2.928 9.299 6.487  C6 1.080
13 C 2.586 -0.135 0.749  C14 1.377, C18 1.372, H19 1.080
14 C 1.621 0.777 1.114  C13 1.377, C15 1.392, H20 1.080
15 C 0.299 0.588 0.722  C14 1.392, C16 1.353, H21 1.080
16 C -0.096 -0.511 0.038  C15 1.353, C17 1.407, H22 1.080
17 C 0.885 -1.456 -0.313  C16 1.407, C18 1.387, H23 1.080
18 C 2.211 -1.245 0.034  C13 1.372, C17 1.387, H24 1.080
19 H 3.641 0.041 0.904  C13 1.080
20 H 1.919 1.697 1.594  C14 1.080
21 H -0.471 1.273 1.044  C15 1.080
22 H -1.079 -0.633 -0.394  C16 1.080
23 H 0.699 -2.317 -0.937  C17 1.080
24 H 3.002 -1.886 -0.328  C18 1.080
25 Br 6.535 -6.565 0.470  C26 2.017
26 C 5.196 -7.029 1.906  Br25 2.017, C27 1.502, H29 1.090, H30 1.090
27 C 4.536 -8.358 1.678  C26 1.502, Br28 2.008, H31 1.090, H32 1.090
28 Br 2.983 -8.717 2.900  C27 2.008
29 H 4.479 -6.231 1.715  C26 1.090
30 H 5.642 -6.951 2.898  C26 1.090
31 H 5.246 -9.181 1.760  C27 1.090
32 H 4.123 -8.418 0.671  C27 1.090
33 Br 2.929 -0.057 -4.813  C34 2.059
34 C 1.394 1.197 -4.252  Br33 2.059, C35 1.543, H37 1.090, H38 1.090
35 C 0.090 0.509 -4.707  C34 1.543, Br36 1.957, H39 1.090, H40 1.090
36 Br -1.464 1.540 -4.115  C35 1.957
37 H 1.491 2.211 -4.641  C34 1.090
38 H 1.512 1.204 -3.169  C34 1.090
39 H 0.021 -0.485 -4.264  C35 1.090
40 H 0.009 0.365 -5.785  C35 1.090
41 C 5.169 4.847 -1.365  C42 1.503, H44 1.090, H45 1.090, H46 1.090
42 C 5.344 5.513 -0.029  C41 1.503, O43 1.391, H47 1.090, H48 1.090
43 O 5.744 4.440 0.762  C42 1.391, H49 0.960
44 H 6.144 4.478 -1.683  C41 1.090
45 H 4.828 5.564 -2.111  C41 1.090
46 H 4.401 4.073 -1.356  C41 1.090
47 H 4.432 5.999 0.317  C42 1.090
48 H 6.059 6.335 -0.026  C42 1.090
49 H 6.695 4.494 0.888  O43 0.960
50 C 2.020 -6.450 -4.093  C51 1.516, H53 1.090, H54 1.090, H55 1.090
51 C 2.335 -5.957 -5.491  C50 1.516, O52 1.395, H56 1.090, H57 1.090
52 O 1.314 -6.253 -6.395  C51 1.395, H58 0.960
53 H 1.135 -6.053 -3.596  C50 1.090
54 H 2.859 -6.301 -3.413  C50 1.090
55 H 1.834 -7.522 -4.150  C50 1.090
56 H 3.243 -6.325 -5.967  C51 1.090
57 H 2.448 -4.875 -5.563  C51 1.090
58 H 0.635 -5.622 -6.147  O52 0.960
59 C 4.107 1.343 6.548  C60 1.538, H62 1.090, H63 1.090, H64 1.090
60 C 3.785 2.228 7.765  C59 1.538, O61 1.357, H65 1.090, H66 1.090
61 O 4.887 2.933 8.124  C60 1.357, H67 0.960
62 H 5.070 0.918 6.829  C59 1.090
63 H 4.224 1.822 5.576  C59 1.090
64 H 3.273 0.653 6.417  C59 1.090
65 H 3.555 1.520 8.562  C60 1.090
66 H 2.915 2.778 7.407  C60 1.090
67 H 5.007 3.647 7.494  O61 0.960
68 C -6.366 -2.336 -0.879  C69 1.528, H71 1.090, H72 1.090, H73 1.090
69 C -6.217 -3.520 0.076  C68 1.528, O70 1.410, H74 1.090, H75 1.090
70 O -7.382 -3.596 0.867  C69 1.410, H76 0.960
71 H -6.417 -1.445 -0.254  C68 1.090
72 H -7.247 -2.376 -1.519  C68 1.090
73 H -5.499 -2.182 -1.522  C68 1.090
74 H -5.340 -3.292 0.680  C69 1.090
75 H -6.119 -4.402 -0.557  C69 1.090
76 H -7.411 -4.422 1.356  O70 0.960
77 C -5.560 4.592 -1.615  C78 1.496, H80 1.090, H81 1.090, H82 1.090
78 C -5.893 3.516 -0.631  C77 1.496, O79 1.377, H83 1.090, H84 1.090
79 O -7.239 3.553 -0.342  C78 1.377, H85 0.960
80 H -5.506 4.153 -2.611  C77 1.090
81 H -4.578 4.956 -1.313  C77 1.090
82 H -6.224 5.452 -1.701  C77 1.090
83 H -5.257 3.456 0.253  C78 1.090
84 H -5.706 2.554 -1.110  C78 1.090
85 H -7.417 2.703 0.067  O79 0.960
86 C -3.009 -5.193 -4.986  C87 1.510, H89 1.090, H90 1.090, H91 1.090
87 C -3.216 -4.630 -6.373  C86 1.510, O88 1.452, H92 1.090, H93 1.090
88 O -2.117 -3.735 -6.689  C87 1.452, H94 0.960
89 H -3.913 -5.771 -4.793  C86 1.090
90 H -2.830 -4.494 -4.169  C86 1.090
91 H -2.216 -5.940 -4.992  C86 1.090
92 H -4.149 -4.071 -6.436  C87 1.090
93 H -3.275 -5.395 -7.147  C87 1.090
94 H -2.311 -3.395 -7.566  O88 0.960